No. 1
Density functional theory data (the ωB97M-V functional and the def2-TZVPD basis) for a structure of composition C5H8O.

ORCA input file:
```
! wB97M-V def2-TZVPD RIJCOSX def2/J DEFGRID3
* xyz 0 1
O 1.067 0.611 2.099
C 0.920 -0.113 0.933
C -0.550 -0.599 0.873
C -0.551 -0.232 -0.567
C 0.401 0.983 -0.418
C -0.512 -1.061 -1.630
H 2.013 0.785 2.183
H -1.208 0.060 1.463
H -0.763 -1.643 1.117
H -0.903 0.966 -0.851
H 0.997 1.253 -1.288
H 0.093 1.819 0.214
H -0.816 -2.096 -1.513
H -0.187 -0.734 -2.614
*
```

The calculation puts the electronic energy at -7355.34968 eV. The calculation puts the HOMO energy (alpha / beta) at -7.121 / -7.122 eV. Its HOMO-LUMO gap (alpha / beta) is 7.6 / 7.6 eV. For the energy above the lowest of the compared OMol25 structures with the same formula, charge and spin, the calculation gives 159.25 kcal per mole.

=====

No. 2
Density functional theory data (the ωB97M-V functional and the def2-TZVPD basis) for a cluster of 7 separate species, C26H45ClFIO10 in total in a non-equilibrium geometry.

ORCA input file:
```
! wB97M-V def2-TZVPD RIJCOSX def2/J DEFGRID3
* xyz 0 1
C -2.859 0.715 5.990
C -2.619 -0.714 5.178
C -2.214 -0.421 3.605
I -3.046 -1.917 2.202
C -0.605 -0.154 3.414
C -0.072 1.125 4.035
C 1.547 1.497 3.843
O 2.267 2.078 4.813
C 2.181 1.033 2.367
C 1.598 -0.382 1.693
C 2.107 -0.985 0.243
C 3.229 -0.086 -0.569
C 3.721 -0.634 -2.034
C 2.557 -0.585 -3.205
F 2.715 0.661 -4.032
C 3.791 1.327 0.085
Cl 5.018 2.329 -0.883
C 3.317 1.938 1.549
C 3.900 3.356 2.136
C 3.076 4.693 1.648
C 1.466 4.461 1.424
C 1.093 4.467 -0.206
O -0.227 3.883 -0.495
C -1.322 4.832 -0.241
O -1.198 6.150 -0.035
C 0.428 -1.175 2.585
O 0.375 -2.508 2.644
H -1.975 0.816 6.765
H -2.822 1.660 5.273
H -3.925 0.721 6.494
H -1.736 -1.317 5.671
H -3.631 -1.338 5.159
H -2.753 0.604 3.314
H -0.740 1.897 4.611
H 1.648 -1.999 -0.119
H 4.638 -0.004 -2.466
H 4.114 -1.749 -1.979
H 2.768 -1.483 -3.952
H 1.461 -0.630 -2.797
H 5.032 3.428 1.768
H 3.970 3.392 3.325
H 3.538 5.038 0.619
H 3.206 5.531 2.488
H 0.908 5.419 1.864
H 1.015 3.540 1.991
H 1.904 3.770 -0.708
H 1.258 5.542 -0.692
H -2.425 4.401 -0.269
C -7.428 -3.270 2.582
O -6.897 -1.958 2.618
H -8.406 -3.271 3.068
H -7.538 -3.591 1.543
H -6.758 -3.949 3.115
H -6.029 -1.988 2.180
C -2.574 -3.915 -1.472
O -3.811 -3.631 -0.845
H -2.765 -4.302 -2.476
H -1.982 -3.000 -1.544
H -2.034 -4.667 -0.891
H -3.610 -3.290 0.043
C 4.680 -0.142 -7.177
O 3.919 -0.454 -6.024
H 4.699 -1.013 -7.836
H 4.221 0.700 -7.700
H 5.701 0.112 -6.882
H 3.920 0.336 -5.458
C -2.339 -1.228 -3.845
O -1.016 -1.733 -3.868
H -2.762 -1.385 -2.851
H -2.325 -0.158 -4.069
H -2.945 -1.757 -4.585
H -0.667 -1.580 -4.762
C 3.560 -3.013 4.893
O 4.107 -3.247 3.608
H 4.375 -2.901 5.611
H 2.965 -2.096 4.875
H 2.934 -3.860 5.184
H 3.360 -3.342 2.993
C -3.688 -0.427 -7.494
O -3.459 -1.453 -6.546
H -3.253 0.504 -7.121
H -3.215 -0.693 -8.442
H -4.763 -0.293 -7.635
H -3.855 -2.266 -6.904
*
```

The SMILES is CC[C@H](I)C1=CC(=O)c2c(cc(CCF)c(Cl)c2CCCCOC=O)C1=O.CO.CO.CO.CO.CO.CO. The calculation puts the electronic energy at -71486.95476 eV. The calculation puts the HOMO energy at -9.128 eV. Its HOMO-LUMO gap is 7.1 eV.